The following is a DFT calculation (ωB97M-V/def2-TZVPD) of a cluster of 2 separate species, C6H15NO in total at a distorted geometry.

Properties
DFT total energy ... -367.60480 Ha
Maximum force ... 0.0251 hartree/bohr
HOMO level ... -9.638 eV
SMILES string ... CCC(N)=O.CCC

Structure (ORCA input):
```
! RIJCOSX wB97M-V def2-TZVPD def2/J DEFGRID3
* xyz 0 1
C -1.647 -0.515 1.997
C -1.855 0.983 2.147
C -0.739 1.933 1.734
N 0.330 1.391 1.093
O -0.811 3.112 2.000
H -1.297 -0.947 2.944
H -0.944 -0.832 1.241
H -2.613 -1.009 1.867
H -2.714 1.348 1.587
H -2.015 1.240 3.187
H 1.080 1.940 0.708
H 0.297 0.491 0.639
C 2.096 -1.735 -1.722
C 0.676 -1.139 -1.751
C 0.612 0.310 -2.222
H 2.420 -2.028 -0.729
H 2.240 -2.567 -2.404
H 2.819 -0.998 -2.057
H 0.084 -1.753 -2.416
H 0.241 -1.283 -0.774
H 1.598 0.749 -2.111
H 0.306 0.422 -3.261
H -0.164 0.888 -1.698
*
```